Formula: C3H2Cl3N
Source: the OMol25 dataset
Level of theory: ωB97M-V with the def2-TZVPD basis set

Each line ends with the Mulliken charge.
CARTESIAN COORDINATES (ANGSTROEM)
C (0.93, -0.76, -0.68)  0.609
C (1.33, 0.46, -1.05)  -0.700
C (-1.68, -0.04, 1.07)  0.292
N (0.74, -1.84, -0.19)  -0.477
Cl (-2.30, 1.33, 0.24)  -0.121
Cl (-0.71, 0.56, 2.29)  -0.125
Cl (-1.52, -1.64, 0.57)  -0.046
H (1.56, 0.71, -2.03)  0.317
H (1.65, 1.21, -0.23)  0.251

The maximum force is 3.4 eV/A. For the relative energy (zero: lowest compared OMol25 entry of this formula, charge and spin), the calculation gives 377.7 kJ/mol. For the highest occupied orbital energy (spin up / spin down), the calculation gives -8.04 / -9.18 eV. The lowest unoccupied orbital energy (spin up / spin down) comes out at -1.4 / -0.5 eV. The value obtained for the energy is -42196.017 eV.